1.
ORCA calculation (the ωB97M-V functional and the def2-TZVPD basis) on a single C25H23N3O7 molecule at a distorted geometry.

Geometry as XYZ:
```
58
Properties=species:S:1:pos:R:3:forces:R:3:nbo_charge:R:1
N 0.571623 -2.200706 0.025166 0.267 0.068 -0.377 -0.6194
H 1.824560 1.675532 -2.399799 -0.084 -0.011 -0.003 0.2157
H -6.458176 2.808309 1.295500 0.066 -0.070 -0.007 0.2022
H -0.910099 -6.381349 -0.883061 0.009 0.001 -0.028 0.2473
C -1.236263 -5.770307 1.139248 0.577 1.199 -0.317 -0.0229
C -2.754665 2.441068 0.192921 -0.061 0.038 0.025 -0.2942
H 6.673119 1.937716 -1.582714 0.089 -0.023 0.047 0.2201
C -1.418269 2.449548 -0.221249 -0.270 0.446 -0.027 -0.0946
C -0.785919 -5.584915 -0.165511 -0.160 -0.214 0.231 -0.1516
N 0.652409 1.199735 -0.213915 0.223 0.218 0.059 -0.6185
H 0.801017 -2.154504 -0.959050 -0.043 0.120 0.220 0.4074
H 5.618733 3.455651 -3.171784 0.056 0.055 -0.043 0.2161
H 0.164576 3.686564 -1.018322 0.107 0.002 -0.028 0.2011
C -5.444937 2.507493 1.034909 -0.110 -0.222 0.079 -0.2542
H -2.903000 7.118580 -1.657993 -0.003 -0.012 0.049 0.1765
C -1.094693 -4.760031 2.086567 -0.138 -0.472 -0.177 -0.1424
O -3.727515 5.895405 -0.196555 -0.027 -0.442 0.098 -0.4752
H -2.362758 7.445930 0.014196 -0.029 -0.028 -0.030 0.1773
H -3.163530 1.495361 0.509737 -0.097 -0.061 0.030 0.2487
C -2.920205 4.808986 -0.233463 -0.103 -0.085 0.037 0.2757
C -3.209786 7.137238 -0.607079 0.120 0.234 -0.086 -0.2524
C -0.714702 1.150117 -0.184830 0.060 -0.109 -0.176 0.6605
O 0.498163 -0.881188 1.903035 -0.077 0.049 0.087 -0.5812
O -4.804191 3.681893 0.594484 0.284 0.283 -0.142 -0.4921
O -1.957863 -7.865256 0.646405 -0.045 -0.177 -0.111 -0.3900
C -0.499653 -3.568007 1.739020 0.056 0.201 -0.037 -0.2806
H 7.300240 -0.173286 -0.784117 -0.031 0.026 0.035 0.1778
C -0.194950 -4.393140 -0.512825 0.016 0.169 0.160 -0.2772
C 5.009490 2.739347 -2.641617 -0.126 0.006 -0.037 -0.1872
C 0.741527 -1.036053 0.731164 0.359 -0.277 -0.058 0.6928
H 3.186294 3.333840 -3.593059 -0.036 0.047 -0.071 0.2158
H 0.153458 -4.239726 -1.523904 0.035 0.000 -0.106 0.2124
C -0.042599 -3.370561 0.432408 -0.195 -0.411 0.278 0.2794
H -4.024433 7.848705 -0.483499 0.090 -0.019 -0.025 0.2046
H 3.205265 -0.997065 -0.248255 -0.096 -0.125 0.102 0.2353
C -1.601502 4.804879 -0.660331 -0.199 0.280 0.011 -0.3049
H 7.065140 1.018014 0.528057 -0.022 -0.033 -0.034 0.1787
O -2.227961 -7.142264 2.652188 -0.082 -0.061 0.181 -0.3853
C 2.878994 1.757190 -2.181351 0.142 -0.104 0.028 -0.2104
C 5.607530 1.876984 -1.737009 0.205 -0.154 0.151 -0.2910
H -1.456470 -4.928189 3.089276 0.003 0.019 0.027 0.2467
H -1.140535 5.715851 -1.007099 -0.012 0.106 -0.023 0.2229
C 2.671810 -0.096899 -0.516632 -0.473 -0.229 0.222 -0.2502
C -0.850891 3.638770 -0.653599 -0.057 -0.409 0.118 -0.2029
H 6.885215 -0.721328 0.858816 0.041 0.071 -0.058 0.2049
O -1.292512 0.077213 -0.146923 -0.137 0.232 -0.018 -0.6076
H -5.481682 1.750074 0.245877 0.015 0.025 0.031 0.1799
O 5.342723 0.067351 -0.133975 -0.393 0.089 -0.161 -0.4946
H -4.951674 2.087854 1.917062 -0.007 0.011 -0.040 0.1801
C 1.409648 0.042711 -0.085370 0.283 -0.125 -0.189 0.0987
H 1.140652 2.079097 -0.297043 -0.131 -0.082 0.101 0.4142
C 3.448627 0.893167 -1.250034 0.300 0.186 -0.069 -0.0478
C -3.509962 3.595344 0.200658 0.021 0.132 -0.038 0.3344
N -1.850101 -7.010441 1.504726 -0.286 -0.604 0.174 0.5290
C 4.844054 0.948763 -1.041890 -0.241 0.114 -0.044 0.3020
C 3.648174 2.675950 -2.872780 0.055 0.162 -0.096 -0.2437
H -0.389497 -2.777762 2.461850 0.003 -0.014 0.020 0.2650
C 6.726759 0.061146 0.118417 0.291 -0.017 0.057 -0.2513
```
Forces are in eV/Å.

The value obtained for the lowest unoccupied orbital energy is -0.201 eV. The HOMO energy is -8.3 eV. Its frontier orbital gap is 8.09 eV. The value obtained for the relative energy (zero: lowest compared OMol25 entry of this formula, charge and spin) is 0.1010 eV.

2.
ORCA calculation (the ωB97M-V functional and the def2-TZVPD basis) on a 2-piece molecular cluster, C59H77N4O2 overall at a distorted geometry.

Geometry as XYZ:
```
142
Properties=species:S:1:pos:R:3:forces:R:3:lowdin_charge:R:1
H -1.817697 -8.231559 -1.304492 -0.078 0.227 0.191 0.1130
H -1.212833 -2.307561 4.518639 -0.222 0.295 -0.282 0.0980
H -2.269028 -2.980684 -0.916470 0.459 0.092 -0.195 0.1094
H -3.302931 -3.815616 5.212592 -0.089 -0.185 -0.021 0.0636
H 2.527370 -2.815627 -2.269888 -0.370 0.107 0.141 0.1105
H -1.544395 -1.444986 -2.749582 0.293 -0.098 0.198 0.1137
C 0.669969 -8.730045 1.160056 -0.086 -0.075 -0.436 -0.0527
C -0.809797 -4.820837 -4.204935 -0.097 0.030 -0.185 -0.0440
C 6.684380 1.692491 2.889271 0.157 0.517 0.532 -0.1684
H 0.881314 -1.248929 -3.314018 -0.095 -0.366 0.141 0.1060
C -3.167579 -4.585998 -4.013600 -0.038 0.308 -0.163 -0.0443
C 5.590790 0.692534 2.527324 0.396 -0.398 -0.352 -0.1281
H -4.258687 2.059801 1.673069 0.021 0.174 0.225 0.1092
H 4.494435 -1.282449 1.572065 -0.482 -0.135 0.259 0.1063
H -2.952744 -0.697834 5.188853 0.176 -0.092 -0.493 0.1086
H 3.385567 2.121157 4.435581 0.153 -0.226 0.014 0.1356
C -5.233148 3.303168 3.089424 -0.181 -0.039 0.376 -0.1773
H -5.702243 2.482968 6.218866 -0.111 -0.351 -0.339 0.1347
C -0.788353 -9.839536 2.909221 -0.233 -0.043 0.203 -0.0367
H 7.668618 1.248626 2.693275 -0.321 0.287 -0.168 0.1346
H 1.831521 -10.290842 2.895694 -0.143 0.256 0.117 0.0948
H -4.995595 4.311902 2.720780 -0.219 -0.445 -0.105 0.1347
C -0.131356 -7.388662 3.173912 0.145 0.112 -0.352 -0.0558
N -1.664488 -6.678187 1.313062 -0.899 -0.698 0.128 0.0373
N -4.082625 1.146339 3.550550 0.372 -0.701 -0.145 -0.0658
H -1.983054 -8.758602 0.955093 -0.075 0.347 -0.084 0.0946
C 4.324824 1.561584 4.576579 -0.021 -0.017 0.629 -0.1308
C -4.282718 -6.390974 3.153124 -0.045 -0.217 -0.082 -0.0373
C -3.177885 0.158822 3.192921 -0.660 0.186 -0.115 -0.1884
H 0.047653 -7.343036 -0.987257 0.274 0.004 -0.037 0.0406
H 0.190666 -2.319601 0.942312 -0.055 -0.833 0.230 0.0954
C -2.423458 -7.783111 0.730810 -0.561 -0.553 0.816 -0.1255
H -6.169177 2.927899 2.632143 0.125 0.281 0.328 0.1315
H -6.385553 -6.055416 -1.964176 0.176 -0.007 -0.105 0.0957
C -1.857747 -0.921226 1.468806 0.375 -0.158 -0.005 0.0099
H -6.117332 -3.498833 -1.726635 0.194 -0.087 -0.155 0.0900
H 0.842146 -5.213632 5.617517 -0.116 -0.080 -0.212 0.1081
H -2.908801 -4.294786 1.656833 -0.411 0.164 0.247 0.0489
H -3.186981 -3.162846 2.964573 -0.184 -0.166 -0.025 0.0569
H -1.346738 -4.227820 5.106724 -0.062 -0.480 -0.031 0.0880
H -0.969575 -8.380192 -3.172632 0.182 0.043 -0.151 0.0724
H -3.594043 1.595031 5.571612 -0.098 -0.124 -0.187 0.1384
C -5.393944 -6.116857 -2.433205 -0.133 -0.137 -0.067 -0.0312
H 5.194425 0.969004 1.535585 -0.004 -0.189 0.242 0.1370
H 5.193200 3.469800 4.115241 0.413 -0.158 0.176 0.1306
C -5.608103 2.214564 5.156778 0.015 0.363 -0.208 -0.1755
H 6.538037 2.601882 2.277119 0.258 -0.132 0.341 0.1284
H -4.575701 -2.775356 -2.225362 -0.124 -0.131 -0.074 0.0898
H -0.574931 -10.751387 2.333212 -0.064 0.191 0.153 0.0975
H -2.021599 -3.775763 -5.648707 -0.011 -0.234 0.177 0.1149
C 1.613167 -6.162519 -3.765570 0.158 0.023 -0.232 -0.0605
H -0.190935 -8.511881 0.530847 0.370 -0.042 0.051 0.0410
C 1.079624 -3.685527 -0.931429 -0.989 0.226 -0.022 -0.0798
H -5.585794 -3.654819 -3.404511 0.080 0.098 0.278 0.0771
C 0.611090 -6.834705 4.218514 -0.179 -0.053 0.404 -0.0350
C -5.234807 -3.642334 -2.366160 -0.133 0.207 -0.084 -0.0576
C -0.804949 -2.058778 -2.227920 0.155 -0.067 -0.177 -0.0716
H -4.878414 -4.539332 4.891705 0.268 -0.053 -0.062 0.0927
C 1.567255 -9.313176 3.324171 0.144 -0.006 0.228 -0.0821
H -5.314190 -6.113690 3.415991 0.292 -0.081 -0.027 0.0934
C 0.380505 -6.662078 -3.001254 0.166 0.649 0.193 -0.5156
H -4.020810 -5.823556 -0.034352 -0.148 0.304 0.047 0.0617
C -1.247955 -6.622663 2.696245 0.378 0.117 0.232 -0.0738
C -1.641776 -1.636757 3.770094 0.060 0.529 -0.261 -0.0601
H -3.436726 -7.557369 -1.179064 0.256 0.014 0.208 0.1052
N 4.515819 0.598805 3.499409 -1.148 -0.967 -0.138 -0.0422
H -0.350182 -7.769443 -4.722055 0.023 -0.112 0.218 0.0953
H 5.617652 2.821428 5.755489 -0.254 0.152 -0.395 0.1359
H 1.433330 -7.959199 0.993431 -0.186 -0.140 -0.043 0.0989
C 1.476823 -2.832613 -1.959837 0.113 0.257 0.081 -0.0883
H -4.576270 -4.008075 2.256857 0.144 0.016 0.050 0.0968
H 2.415892 -8.640484 3.154722 -0.077 -0.145 0.069 0.0905
C -1.220466 -2.933067 -1.231113 0.426 -0.132 0.127 -0.0672
H -3.829298 -4.052826 -0.131443 -0.100 -0.244 0.007 0.0686
H -3.144759 2.894367 2.784878 -0.210 -0.340 0.032 0.1423
H -4.030093 -7.320176 3.677169 -0.070 0.076 -0.114 0.0996
C 0.300128 -8.790064 2.636439 0.260 0.379 -0.092 -0.5227
C -2.823062 -0.008451 1.834175 0.236 -0.131 0.037 0.0068
H -5.524192 -6.084906 -3.522129 -0.010 -0.057 0.207 0.0905
H 2.595830 -2.752663 1.074849 -0.166 0.309 0.156 0.1082
H -6.533686 1.729300 4.788118 0.188 0.392 0.112 0.1334
C -2.002353 -4.331394 -4.710962 -0.009 0.017 0.129 -0.0505
C -1.910229 -5.553467 -2.184158 -0.250 -0.303 -0.558 -0.0868
C -0.715746 -4.494768 0.629465 -1.244 -3.164 -1.100 -0.0220
H 0.588257 -1.357176 4.645590 0.139 0.177 -0.323 0.1073
C -1.431949 -5.691120 0.365693 1.566 1.226 0.359 -0.2039
C 0.215026 -5.657916 4.844365 0.097 0.199 -0.167 -0.0627
C -1.845154 -5.669504 3.571976 -0.070 0.087 -0.299 -0.0781
H 4.251115 1.027103 5.537765 0.008 0.002 -0.373 0.1289
C 0.551984 -1.981162 -2.572674 -0.140 -0.124 -0.028 -0.0786
H -4.121305 -4.364513 -4.492082 0.316 0.135 0.261 0.1087
H -4.957626 -7.089074 -2.178902 -0.152 0.178 -0.080 0.0696
C 0.856254 -6.958710 -1.598042 0.102 -0.312 0.430 -0.0539
H -1.798753 -9.498589 2.664971 0.206 -0.100 0.081 0.0648
C -3.136785 -5.041534 -2.693205 -0.129 -0.099 0.184 -0.0856
H -0.199163 -4.457144 1.588040 0.068 -0.180 -0.254 0.0997
C -3.799695 -4.747468 4.918650 0.055 -0.102 0.228 -0.0522
H 1.424909 -6.096218 -4.843384 0.155 0.024 0.205 0.0826
C -3.340989 -5.248417 3.539784 0.232 0.464 -0.190 -0.5053
N -1.879780 -6.157180 -0.864626 -0.238 -0.144 0.139 -0.0002
C 2.532110 -2.082871 1.933268 0.234 0.507 -0.146 0.0192
H 0.103914 -4.599357 -4.752559 -0.259 -0.350 0.098 0.1082
C 2.453282 -0.463343 4.202638 -0.648 -0.365 0.369 0.0083
C 1.312438 -1.989852 2.671558 -0.357 -1.484 0.200 -0.1668
C -0.087107 -7.962573 -3.673221 -0.251 0.019 -0.125 -0.0249
C -1.156395 -1.686981 2.434033 -0.467 -0.758 0.556 -0.2112
C -2.432617 -7.510820 -0.740860 0.141 0.162 -1.038 -0.0995
O -5.371065 3.462741 4.501594 -0.035 -0.631 -0.344 -0.1305
H -3.301950 0.585349 1.059205 0.231 -0.216 0.227 0.1065
C -3.523061 -4.112353 2.545849 -0.004 0.296 -0.467 -0.0401
C 1.395612 -1.304522 3.921100 0.358 0.606 0.089 0.0179
C -4.106947 2.347045 2.716878 0.223 0.522 0.101 -0.1323
C 3.556378 -0.371699 3.319589 0.856 0.975 -0.284 -0.1792
H 1.249784 -6.060478 -1.117161 -0.070 -0.273 -0.046 0.0664
H -4.278923 -6.562980 2.074373 0.016 0.029 0.277 0.0462
C -4.432480 -4.905856 -0.457775 -0.143 -0.180 0.374 -0.0563
C -4.446472 1.250284 4.957812 0.099 0.499 0.230 -0.1462
H 1.938817 -5.185066 -3.387811 -0.068 -0.154 -0.147 0.0763
H 2.443240 -6.868344 -3.623294 -0.234 0.109 -0.015 0.0935
H -3.446950 -7.812062 1.127029 0.265 -0.054 -0.063 0.1041
H 1.520531 -7.323862 4.568086 -0.388 0.146 -0.123 0.1010
H -5.441611 -4.778938 -0.035398 0.245 -0.001 -0.149 0.1018
H 1.807824 -4.296569 -0.387667 -0.260 0.215 -0.267 0.1109
H -0.789658 -10.102279 3.975830 -0.040 0.034 -0.229 0.0937
C -0.290468 -3.753251 -0.556262 0.833 1.235 -0.032 -0.2749
C -1.016767 -5.096146 4.537869 0.176 -0.390 0.512 -0.0541
C -4.516423 -4.947179 -1.970100 0.183 -0.077 -0.282 -0.5221
H -3.618556 -5.506751 5.688684 -0.048 0.165 -0.019 0.0998
O 6.708508 2.018307 4.277317 -0.635 0.049 -0.380 -0.1204
H 2.424201 0.174272 5.092570 -0.088 -0.538 -0.386 0.1080
H 1.651114 -7.718131 -1.627708 -0.154 0.168 0.013 0.1017
C 3.612451 -1.269176 2.216947 -0.160 -0.416 -0.117 0.0078
H -4.760516 0.265340 5.316941 0.062 0.135 -0.031 0.1250
H -1.556800 -0.982883 0.420533 -0.116 -0.069 0.316 0.1116
H 1.420154 -9.451318 4.401326 0.106 0.033 -0.152 0.0886
H 6.069735 -0.293244 2.428066 -0.274 0.194 0.090 0.1252
C -2.634766 -0.739979 4.143374 0.445 -0.262 0.089 0.0047
C -0.788356 -5.629410 -3.065458 0.228 -0.166 0.139 -0.0717
C 5.460010 2.568690 4.698860 0.634 -0.017 -0.273 -0.1687
H 1.079372 -9.699047 0.833518 -0.093 0.265 0.097 0.1017
C 0.065232 -2.361400 2.024151 0.986 4.238 0.518 0.0959
H 0.716570 -8.713324 -3.644354 -0.187 0.213 -0.001 0.0948
```
Forces are in eV/Å.

The value obtained for the lowest unoccupied orbital energy is -4.194 eV. As for the total charge: +1. The HOMO energy is -9.2 eV. Its frontier orbital gap is 5.01 eV. The value obtained for the relative energy (zero: lowest compared OMol25 entry of this formula, charge and spin) is 0.8154 eV.

Look up the relative energy (zero: lowest compared OMol25 entry of this formula, charge and spin) of the second one.
0.8154 eV